Here is a cluster of 5 separate species, C5H22N2O5 in total in a non-equilibrium geometry from OMol25. Energies are from wB97M-V/def2-TZVPD.

Cartesian coordinates (Å):
H: -0.372 -2.597 0.420
H: 0.546 -0.627 -2.834
H: -2.748 -2.940 0.125
O: 0.709 2.962 -1.899
H: 2.399 -2.505 -1.245
O: -2.744 1.998 -0.547
C: 0.543 -1.208 -1.967
H: 0.651 -0.483 1.232
H: 1.630 -1.178 -1.743
C: -2.095 -2.695 -0.661
H: 1.181 1.727 1.993
H: 1.529 2.705 -2.108
H: 2.275 -3.721 -0.487
H: 1.764 -0.283 2.635
H: -1.502 1.299 2.681
H: 3.304 -0.289 2.659
C: -0.385 -0.839 -0.708
H: -2.581 -1.899 -1.394
H: -1.082 -0.112 -1.018
H: 1.504 0.308 -0.072
C: 0.435 0.018 0.198
H: -3.013 1.711 -1.393
H: -1.269 1.070 0.274
H: -1.658 -3.453 -1.270
O: -0.659 1.719 2.851
C: 0.105 1.919 1.739
N: -1.070 -1.904 0.034
H: -2.510 2.968 -0.752
O: 2.316 -3.424 -1.379
H: 0.356 -2.220 -2.464
O: 2.569 -0.009 2.127
N: -0.287 1.307 0.501
H: -0.044 3.144 1.703
H: -0.011 2.422 -1.530

Results
SMILES string = CN[C@H](C)CNCO.O.O.O.O
LUMO energy = 0.403 eV
calculated total energy = -689.26351 Ha



Here is a cluster of 6 separate species, C6H24N2O5 in total in a non-equilibrium geometry from OMol25. Energies are from wB97M-V/def2-TZVPD.

Cartesian coordinates (Å):
H: 1.406 -0.904 -2.058
N: -0.680 -3.024 0.669
H: -0.873 1.091 -1.782
H: 0.365 3.020 2.461
N: 1.020 -0.465 1.012
H: -0.283 -2.560 -1.339
H: 3.945 -0.220 1.173
H: -2.416 -2.568 -0.398
H: -2.079 -4.310 -0.346
H: -0.094 1.843 -4.090
O: -0.374 3.562 2.783
C: 0.807 -0.116 -1.379
O: 2.316 2.266 1.204
H: -2.696 -3.422 1.161
H: -1.157 3.504 2.237
H: -0.895 -0.489 0.116
H: -2.283 1.272 -0.074
H: 1.903 1.631 0.577
H: 1.497 0.626 -0.878
O: 3.649 -1.035 0.755
C: 0.108 -2.287 -0.363
H: 4.130 -0.918 -0.092
H: 1.123 -2.714 -0.483
H: 1.904 -1.065 1.021
H: 0.613 -0.866 1.839
H: -1.047 1.581 1.058
H: -0.060 -3.796 0.937
H: 3.239 1.960 1.252
C: 0.394 1.104 -3.500
H: 1.096 0.379 -3.972
C: -0.001 0.777 -2.249
H: -4.196 0.199 -0.177
C: 0.135 -0.728 -0.119
O: -3.577 0.514 -0.843
H: -3.927 1.153 -1.475
O: -1.739 1.895 0.496
C: -2.022 -3.396 0.272

Results
SMILES string = C=CC[C@H](N)CNC.O.O.O.O.O
LUMO energy = 0.254 eV
calculated total energy = -728.60906 Ha



Here is a cluster of 2 separate species, C4H7NO2 in total from OMol25. Energies are from wB97M-V/def2-TZVPD.

Cartesian coordinates (Å):
H: -1.924 2.046 1.448
H: -1.042 -1.778 -1.134
H: -1.006 -1.694 0.631
O: 2.159 -1.079 0.543
C: -0.479 0.132 -0.339
C: 0.546 0.547 -1.236
N: -0.692 1.198 0.390
H: -2.351 -0.946 -0.247
H: 0.374 0.080 -2.224
C: 2.432 0.101 0.488
H: 1.862 0.868 1.040
O: -1.901 1.184 1.007
H: 3.296 0.479 -0.090
C: -1.275 -1.141 -0.277

Results
LUMO energy (alpha / beta) = -0.767 / -0.766 eV
calculated total energy = -361.62124 Ha



Here is a cluster of 9 separate species, C26H74N4O9 in total in a non-equilibrium geometry from OMol25. Energies are from wB97M-V/def2-TZVPD.

Cartesian coordinates (Å):
H: 5.387 3.774 1.372
N: -3.173 -0.847 5.373
C: 3.259 -4.221 1.499
O: 1.778 -3.659 -1.156
H: -2.925 -5.026 2.247
N: -6.887 0.047 -3.800
H: 3.163 3.254 -2.664
H: -2.349 0.910 4.523
H: -2.781 0.664 -0.550
C: 0.132 0.826 -0.393
H: 1.077 -3.914 1.528
H: -1.690 -0.535 -3.535
H: 0.271 0.831 -1.475
H: 2.192 2.326 -0.503
H: 3.950 -5.062 1.555
C: -0.385 2.248 -3.814
H: -1.255 1.682 -3.480
O: -0.898 -0.288 -0.253
N: 1.605 -5.899 1.915
H: 3.741 -3.536 0.802
H: 2.220 0.522 2.333
H: -6.891 0.014 -2.791
H: 4.255 -0.979 -0.355
C: -4.498 -0.644 -3.509
H: -2.107 -3.096 -0.086
C: -3.457 2.288 7.867
O: -1.978 -5.039 -0.368
C: 5.097 0.051 1.373
H: -4.387 2.856 7.870
H: -0.307 1.787 -0.124
H: 0.370 5.317 -4.208
H: 3.374 0.702 -2.352
H: -2.194 -1.402 -2.247
H: 5.994 0.101 1.991
C: 1.455 0.770 0.390
H: -4.929 -0.492 3.564
H: 2.166 -6.595 1.444
H: 2.049 -5.839 2.820
H: 6.375 5.947 1.175
H: 4.519 4.923 2.288
H: 4.875 2.751 -2.549
H: 1.615 -1.612 -1.398
C: -2.243 -1.453 -3.335
H: -2.677 2.882 8.342
H: 5.537 0.625 -3.466
H: 5.935 -0.707 -0.492
H: 5.853 5.391 -0.434
H: 1.170 -0.755 1.872
H: -4.234 0.389 -3.734
C: 3.951 2.654 -3.119
H: 0.852 -2.177 0.083
H: 2.093 0.029 -0.092
H: 4.330 -0.316 2.056
C: -4.041 1.560 5.662
O: 0.628 4.395 -4.133
C: -5.837 -0.785 -4.308
O: -3.097 2.224 6.484
C: 1.502 -4.813 -0.324
H: -5.145 -0.931 -6.483
C: -0.499 3.755 -3.454
H: -2.973 -3.271 2.211
H: 2.091 -5.603 -0.791
H: 3.143 1.820 0.608
H: -0.534 2.039 -4.873
H: -2.644 -1.462 4.772
O: 4.913 6.830 0.421
C: 1.054 -2.435 -0.957
H: 4.687 7.101 1.314
C: 3.604 1.172 -3.308
C: -5.657 -0.293 -5.762
H: -2.196 -5.113 -1.300
H: 5.578 1.717 0.285
C: -2.198 0.069 0.152
H: 0.077 -2.489 -1.436
H: -4.533 -0.745 -2.424
H: -1.460 -3.929 1.898
H: 3.261 -3.697 2.454
H: -5.168 0.676 -5.663
C: 1.800 -4.648 1.173
O: -3.512 -1.606 -3.962
H: -6.583 -0.112 -6.308
H: 3.771 4.489 0.702
H: -2.052 0.712 1.020
H: -4.902 1.132 6.175
O: 4.824 1.313 0.722
H: 4.055 3.215 -4.048
H: -2.894 -0.724 0.427
H: 0.482 -5.164 -0.477
H: -3.667 1.339 8.360
H: 2.747 0.963 -3.948
H: -0.482 4.027 -2.398
C: -4.060 0.162 3.486
C: -3.331 0.509 4.776
H: -4.498 1.060 3.050
H: -1.433 4.218 -3.770
C: 4.700 4.612 1.259
H: -3.310 -0.301 2.844
C: -2.605 -4.012 0.233
O: 4.681 0.473 -3.874
H: -2.588 -0.756 6.191
H: -3.647 -4.160 -0.049
N: 2.163 2.009 0.456
H: 0.605 1.901 -3.517
C: 5.515 5.678 0.562
C: 5.167 -0.951 0.242
H: -1.493 -2.200 -3.593
H: -6.478 0.943 -4.024
C: 1.268 0.330 1.837
H: 5.438 -1.946 0.594
H: -6.209 -1.809 -4.323
H: 0.473 0.832 2.388
H: -4.377 2.364 5.006
C: -2.518 -4.147 1.748

Results
SMILES string = COC[C@H](C)N.COC[C@H](C)N.COC[C@H](C)N.COC[C@H](C)N.CCO.CCO.CCO.CCO.CCO
LUMO energy = 0.384 eV
calculated total energy = -1930.90034 Ha